Entry 1:
84
Properties=species:S:1:pos:R:3:mulliken_charge:R:1 method="wB97M-V/def2-TZVPD" spin_multiplicity=1 smiles=c1cc[nH]c1.c1cc[nH]c1.c1cc[nH]c1.c1cc[nH]c1.c1cc[nH]c1.c1cc[nH]c1.Fc1ccccc1.Fc1ccccc1
C 3.60 -0.67 2.44 -0.319
C 3.21 -0.35 3.73 -0.619
C 3.00 1.02 3.85 -0.527
N 3.36 1.57 2.61 0.077
C 3.64 0.51 1.72 -0.696
H 3.77 -1.68 2.02 0.384
H 3.06 -1.01 4.56 0.500
H 2.67 1.64 4.68 0.373
H 3.21 2.50 2.33 0.515
H 3.96 0.74 0.72 0.423
C 3.29 4.58 0.58 -0.460
C 3.02 4.92 1.91 -0.489
C 1.82 4.40 2.33 -0.813
N 1.29 3.84 1.19 0.052
C 2.19 3.99 0.11 -0.273
H 4.03 5.00 -0.07 0.465
H 3.70 5.48 2.56 0.340
H 1.33 4.50 3.24 0.451
H 0.42 3.30 1.12 0.344
H 1.99 3.71 -0.92 0.309
C -1.33 1.73 0.73 -0.990
C -1.01 1.28 2.06 -0.065
C -0.04 0.34 1.91 -1.126
N 0.23 0.20 0.58 0.925
C -0.53 1.04 -0.14 -0.547
H -2.15 2.40 0.38 0.305
H -1.51 1.67 2.98 0.333
H 0.56 -0.17 2.61 0.783
H 0.91 -0.44 0.25 -0.041
H -0.56 1.10 -1.23 0.312
C -4.31 -2.94 -0.05 -0.955
C -5.04 -2.07 0.72 -0.561
C -4.34 -0.88 0.83 -0.687
N -3.10 -1.08 0.26 0.692
C -3.06 -2.39 -0.19 0.259
H -4.55 -3.97 -0.31 0.424
H -6.07 -2.25 1.14 0.331
H -4.47 0.04 1.36 0.440
H -2.39 -0.40 0.32 0.267
H -2.10 -2.69 -0.60 -0.040
C 1.34 2.89 -6.28 -0.317
C 2.58 2.98 -5.69 -0.411
C 2.41 3.30 -4.38 -0.381
N 1.03 3.31 -4.16 0.046
C 0.41 3.03 -5.36 -0.349
H 1.21 2.50 -7.34 0.284
H 3.47 2.59 -6.23 0.314
H 3.17 3.54 -3.61 0.341
H 0.58 3.66 -3.35 0.222
H -0.70 2.90 -5.29 0.260
C 0.90 -2.94 -0.98 0.159
C 1.50 -2.05 -1.91 0.040
C 2.85 -2.15 -1.77 -1.120
N 3.12 -3.07 -0.78 0.045
C 1.92 -3.56 -0.32 -0.971
H -0.12 -3.12 -0.86 0.333
H 1.00 -1.41 -2.67 0.296
H 3.65 -1.64 -2.26 0.461
H 4.01 -3.54 -0.64 0.244
H 2.00 -4.27 0.51 0.419
F 0.93 -4.41 4.36 -0.368
C -0.04 -3.47 4.36 0.869
C 0.02 -2.48 5.35 -0.960
C -1.06 -1.62 5.33 -0.141
C -2.10 -1.68 4.40 -0.834
C -2.15 -2.72 3.49 0.123
C -1.09 -3.64 3.50 -0.868
H 0.90 -2.40 5.88 0.538
H -0.95 -0.80 6.06 0.289
H -2.72 -0.85 4.34 0.510
H -2.87 -2.83 2.72 0.415
H -1.01 -4.32 2.70 0.432
F -0.53 0.13 -3.58 -0.381
C -1.78 -0.39 -3.54 0.415
C -2.83 0.44 -3.57 -0.030
C -4.10 0.02 -3.48 -0.573
C -4.32 -1.34 -3.60 -0.769
C -3.21 -2.21 -3.74 -0.491
C -1.90 -1.75 -3.55 -0.430
H -2.59 1.47 -3.72 0.324
H -4.77 0.81 -3.50 0.538
H -5.35 -1.58 -3.66 0.429
H -3.36 -3.31 -3.87 0.304
H -1.14 -2.49 -3.63 0.652

---

Entry 2:
79
Properties=species:S:1:pos:R:3:mulliken_charge:R:1 method="wB97M-V/def2-TZVPD" de_lowest_kcal_mol=78.34 spin_multiplicity=1
Hg -2.16 0.82 -1.96 0.983
C -4.08 3.23 4.63 -0.532
C -2.90 3.01 4.06 -0.047
C -1.81 2.18 4.68 -0.934
C -1.81 0.75 4.12 0.097
C -3.16 0.05 4.09 -0.546
C -3.83 -0.03 5.27 -0.379
C -4.17 1.11 6.16 -0.655
C -4.82 2.45 5.68 -0.492
C -3.35 -1.00 -2.30 -1.153
H -4.57 4.18 4.38 0.365
H -2.62 3.45 3.09 0.237
H -1.78 2.14 5.78 0.433
H -0.86 2.68 4.43 0.387
H -1.41 0.81 3.10 -0.047
H -1.10 0.15 4.70 0.337
H -3.43 -0.46 3.14 0.323
H -3.99 -1.00 5.78 0.248
H -3.22 1.39 6.65 0.157
H -4.80 0.76 7.01 0.427
H -5.90 2.32 5.45 0.342
H -4.81 3.13 6.57 0.311
H -4.36 -0.89 -1.86 0.358
H -2.78 -1.77 -1.77 0.112
H -3.40 -1.20 -3.38 0.317
P 1.54 0.99 -2.30 0.165
P 1.15 -2.13 -2.24 0.126
C 2.45 -0.01 -1.10 -0.910
C 2.41 -1.36 -1.22 -0.967
C 3.04 1.81 -3.09 0.226
C 4.29 1.90 -2.45 0.103
C 5.37 2.52 -3.09 -0.625
C 5.22 3.05 -4.37 -0.434
C 3.98 2.95 -5.02 -0.538
C 2.91 2.32 -4.39 -0.493
C 0.95 2.22 -1.08 0.680
C -0.02 1.77 -0.16 -0.872
C -0.56 2.67 0.77 -0.244
C -0.10 3.99 0.81 -0.741
C 0.90 4.41 -0.07 -0.600
C 1.42 3.54 -1.03 -0.467
C 2.29 -3.45 -2.93 0.207
C 3.39 -3.03 -3.71 -0.395
C 4.33 -3.94 -4.17 -0.635
C 4.19 -5.31 -3.89 -0.426
C 3.09 -5.74 -3.13 -0.600
C 2.14 -4.82 -2.68 -0.191
C 0.28 -3.12 -0.95 0.520
C -0.95 -3.71 -1.30 -0.672
C -1.65 -4.46 -0.36 -0.580
C -1.14 -4.63 0.94 -0.536
C 0.09 -4.06 1.27 -0.711
C 0.79 -3.30 0.34 0.049
H 3.04 0.49 -0.34 0.829
H 3.11 -2.04 -0.74 0.946
H 4.43 1.48 -1.46 0.257
H 6.34 2.57 -2.58 0.378
H 6.06 3.52 -4.88 0.363
H 3.85 3.35 -6.03 0.369
H 1.95 2.22 -4.90 0.353
H -0.35 0.73 -0.17 1.068
H -1.37 2.34 1.43 -0.191
H -0.50 4.68 1.56 0.424
H 1.28 5.43 -0.03 0.379
H 2.17 3.87 -1.75 0.353
H 3.52 -1.96 -3.92 0.397
H 5.20 -3.60 -4.75 0.371
H 4.93 -6.03 -4.24 0.355
H 2.98 -6.80 -2.88 0.360
H 1.29 -5.17 -2.08 0.284
H -1.35 -3.57 -2.31 0.477
H -2.59 -4.94 -0.64 0.419
H -1.70 -5.22 1.67 0.400
H 0.51 -4.21 2.26 0.410
H 1.74 -2.84 0.64 0.352
C -3.63 1.53 -0.39 -1.090
H -3.88 2.60 -0.50 0.298
H -3.17 1.36 0.59 0.028
H -4.54 0.90 -0.46 0.322

---

Entry 3:
88
Properties=species:S:1:pos:R:3:mulliken_charge:R:1 method="wB97M-V/def2-TZVPD" de_lowest_kcal_mol=0.00 total_charge=+3 spin_multiplicity=1
Pd -0.02 -2.02 -2.47 1.331
C -1.56 7.16 8.13 -0.841
O -0.78 7.06 6.91 -0.397
C -0.89 6.04 6.12 0.928
C -0.07 6.07 4.96 -0.740
C -0.11 5.04 4.08 -0.427
C -0.98 3.92 4.30 0.648
C -1.81 3.93 5.46 -0.699
C -1.78 4.95 6.35 -0.690
C -0.98 2.88 3.40 0.022
N -0.20 2.86 2.26 -0.742
C -0.38 1.72 1.67 0.356
C -1.36 0.89 2.42 0.392
N -1.70 1.72 3.46 -0.122
C -1.91 -0.32 2.14 0.968
C -3.14 -0.74 2.80 -1.768
C -3.74 -1.89 2.46 -0.691
C -3.18 -2.64 1.34 -0.278
N -2.06 -2.37 0.79 -0.358
C -1.27 -1.39 1.34 0.930
C 0.09 0.25 -0.33 0.050
N 0.28 0.09 -1.63 0.722
C 0.71 1.13 -2.34 -0.798
C 0.94 2.37 -1.76 -1.584
C 0.61 2.54 -0.44 -0.639
C 0.13 1.47 0.33 0.591
H -1.24 8.09 8.59 0.257
H -1.33 6.32 8.78 0.378
H -2.62 7.21 7.88 0.382
H 0.58 6.92 4.82 0.483
H 0.51 5.05 3.20 0.504
H -2.50 3.11 5.65 0.275
H -2.42 4.94 7.22 0.487
H -2.29 1.46 4.23 0.311
H -3.61 -0.07 3.50 0.412
H -4.67 -2.20 2.89 0.479
H -3.77 -3.44 0.91 0.492
H 0.87 0.96 -3.40 0.628
H 1.32 3.19 -2.36 0.541
H 0.69 3.52 0.03 0.686
C -1.49 -0.41 -4.36 -1.335
N -1.71 -1.65 -3.59 0.356
C -2.96 -1.50 -2.80 -0.985
C -1.85 -2.80 -4.53 -0.858
C -0.49 -3.30 -4.93 -0.733
N 0.32 -3.58 -3.72 0.411
C 1.73 -3.84 -4.09 -1.228
C -0.18 -4.81 -3.02 -1.026
H -2.35 -0.21 -5.01 0.415
H -0.59 -0.50 -4.98 0.387
H -1.36 0.43 -3.68 0.444
H -3.80 -1.30 -3.47 0.373
H -2.84 -0.67 -2.11 0.261
H -3.15 -2.42 -2.25 0.314
H -2.44 -2.50 -5.39 0.405
H -2.40 -3.59 -4.01 0.453
H 0.05 -2.57 -5.53 0.344
H -0.58 -4.21 -5.53 0.417
H 1.76 -4.75 -4.69 0.413
H 2.32 -3.97 -3.18 0.303
H 2.13 -3.01 -4.66 0.451
H -0.20 -5.65 -3.73 0.317
H -1.18 -4.65 -2.62 0.323
H 0.50 -5.04 -2.21 0.319
I 6.86 0.77 -5.16 0.180
C 5.45 0.00 -3.84 -0.284
C 4.13 -0.19 -4.26 -1.138
C 3.20 -0.72 -3.39 0.215
C 3.55 -1.05 -2.08 0.193
C 4.86 -0.84 -1.67 -0.590
C 5.81 -0.34 -2.54 -0.572
C 2.56 -1.56 -1.10 -0.082
O 2.57 -1.16 0.06 -0.577
O 1.68 -2.47 -1.52 -0.578
H 3.85 0.08 -5.28 0.465
H 2.18 -0.87 -3.72 0.801
H 5.14 -1.08 -0.65 0.518
H 6.83 -0.20 -2.22 0.430
C 0.61 -3.15 1.32 -1.912
C 0.16 -1.75 1.58 0.782
C 1.04 -0.96 2.50 -1.368
O -0.19 -0.97 0.19 1.047
H 0.52 -3.64 2.30 0.546
H 1.66 -3.15 1.03 0.389
H 0.00 -3.66 0.59 0.269
H 1.76 -1.64 2.95 0.513
H 0.49 -0.47 3.30 0.413
H 1.63 -0.24 1.94 0.320

---

Number 1: LUMO 0.578 eV, energy -52353.127 eV. Number 2: LUMO -0.392 eV, energy -60725.361 eV. Number 3: LUMO -10.295 eV, energy -66665.737 eV.